The following is a DFT calculation (ωB97M-V/def2-TZVPD) of a cluster of 9 separate species, H18O9 in total.

```
27
Properties=species:S:1:pos:R:3:forces:R:3
O 0.40244 0.06282 -0.10618 0.175 0.245 -0.287
H 0.65040 0.97665 0.07389 -0.107 -0.009 0.182
H 0.16723 0.06348 -1.04088 0.007 -0.143 -0.030
O 3.93203 -2.36321 0.20318 -0.601 -0.637 0.470
H 3.84161 -1.40583 0.26819 0.396 -0.057 0.138
H 3.16467 -2.70392 0.67654 0.189 -0.155 0.063
O -4.07151 0.28342 -0.32752 -0.283 -0.098 -0.734
H -4.42796 1.14658 -0.56605 -0.158 -0.088 -0.349
H -3.30819 0.17684 -0.90630 -0.091 -0.025 0.089
O -3.89387 -3.08592 -1.45932 0.209 0.003 -0.127
H -3.24051 -2.41362 -1.68324 -0.152 -0.087 0.060
H -3.50018 -3.90857 -1.77115 -0.079 0.016 0.048
O -3.08528 1.47357 1.74696 0.229 0.823 0.463
H -3.86294 1.29203 1.20725 0.446 -0.312 0.358
H -2.35610 1.46887 1.11668 -0.212 -0.188 0.195
O 3.29498 0.52224 1.41051 -0.352 0.090 0.142
H 2.73164 0.22639 2.13446 0.106 0.000 0.081
H 2.70407 0.54934 0.64954 0.230 -0.112 0.031
O 4.11692 -0.34370 -1.16388 -0.115 0.963 -0.811
H 4.51244 0.39026 -1.64748 0.104 0.028 0.098
H 3.19224 -0.33239 -1.43558 0.077 -0.237 -0.183
O 0.38997 3.67944 -1.54174 0.018 -0.223 0.179
H 0.36657 2.76240 -1.24595 -0.033 0.199 -0.134
H 0.48165 4.18634 -0.72710 -0.008 0.088 -0.068
O -1.03353 -1.03902 2.26313 0.171 -0.090 -0.001
H -0.79035 -1.28889 1.36456 0.004 0.093 0.126
H -0.37843 -0.37560 2.50748 -0.170 -0.087 0.001
```
Positions in Å, forces in eV/Å.

The SMILES is O.O.O.O.O.O.O.O.O. The calculation puts the energy relative to the best compared isomer or geometry (same formula, charge and spin) at 89.56 kcal/mol. For the frontier orbital gap, the calculation gives 9.700 eV. The value obtained for the total energy is -18718.252 eV. As for the spin multiplicity: 1. The LUMO energy is -0.03752 Eh. The charge is 0.